Computed, not measured: a 12-piece molecular cluster, C48H118N2O12 overall in a non-equilibrium geometry, with ωB97M-V/def2-TZVPD.

Geometry as XYZ:
```
180
C48H118N2O12 (ωB97M-V/def2-TZVPD)
C 0.96481 -0.00356 -0.52757
C -0.33194 0.79376 -0.45716
C -1.16209 0.55571 0.80879
O -0.04183 2.17605 -0.46382
H 1.69978 0.52624 0.11347
H 1.38404 -0.10007 -1.58971
H 0.86249 -1.02130 -0.16399
H -0.99505 0.54045 -1.26024
H -1.78900 1.42089 0.97110
H -0.42015 0.48510 1.60746
H -1.83931 -0.28220 0.80402
H -0.78061 2.76517 -0.19570
C -2.62470 -0.05217 4.01061
C -3.06242 1.36870 4.41389
C -2.22598 1.82318 5.55786
O -2.96447 2.33368 3.35891
H -1.52014 -0.07033 3.76395
H -3.06827 -0.56647 3.17583
H -2.75280 -0.67173 4.90637
H -4.15506 1.40755 4.67610
H -1.19905 1.64496 5.36606
H -2.49015 1.25247 6.42031
H -2.27026 2.90575 5.65387
H -2.16478 2.88558 3.52250
C -0.42362 5.60035 -0.23997
C -1.89866 5.18784 -0.08487
C -2.76879 5.57890 -1.30495
O -1.89435 3.74334 0.03413
H -0.28127 6.53946 -0.80511
H 0.07622 4.72221 -0.74911
H 0.07295 5.70670 0.69777
H -2.26464 5.55565 0.85838
H -2.30501 5.27981 -2.26802
H -2.90927 6.69114 -1.27509
H -3.73952 5.04282 -1.25214
H -2.74020 3.43675 0.31751
C 6.17912 -0.21795 -3.07466
C 5.10718 0.51085 -2.31661
C 5.36426 1.99280 -2.15163
O 3.86945 0.32103 -3.02978
H 7.14946 0.12567 -2.78525
H 6.11948 -0.09194 -4.21393
H 6.12002 -1.34304 -2.92012
H 5.01450 0.04713 -1.32679
H 6.37398 2.17058 -1.85839
H 4.66604 2.39902 -1.46529
H 5.19963 2.38697 -3.14468
H 3.30168 1.06654 -2.85725
C 2.57375 3.28070 3.75525
C 1.29209 3.12402 2.86300
C 0.12006 4.05987 3.28149
O 1.69634 3.32505 1.52341
H 3.38945 2.57334 3.42658
H 2.37065 3.04872 4.82813
H 2.88914 4.31719 3.60997
H 0.90106 2.12415 2.97075
H 0.19299 5.14045 3.37012
H -0.20549 3.74631 4.24303
H -0.74358 3.92838 2.63394
H 1.01893 2.89293 1.03343
C -0.07407 -4.45848 -2.87357
C 0.36128 -3.51396 -1.75455
C -0.64828 -3.49477 -0.63943
O 1.65240 -3.74800 -1.22014
H 0.63679 -4.50757 -3.73657
H -0.99983 -4.03351 -3.19423
H -0.26970 -5.42437 -2.44018
H 0.30939 -2.46792 -2.20903
H -0.27766 -2.84674 0.11705
H -0.79141 -4.48451 -0.20112
H -1.58097 -3.10714 -0.96390
H 2.32526 -3.66651 -1.92551
C -6.45888 1.28768 1.36225
C -5.68939 2.57501 0.89919
C -6.18315 3.81183 1.67458
O -4.31822 2.45754 1.01674
H -6.19179 0.48120 0.71080
H -7.54272 1.34104 1.33197
H -6.11708 1.14192 2.39595
H -5.87218 2.65093 -0.19112
H -5.55878 4.73100 1.31052
H -5.93601 3.67549 2.73656
H -7.27292 3.90128 1.51561
H -4.10977 2.30567 1.97194
C -0.16907 3.27567 -3.77140
C 1.24243 2.64288 -3.82316
C 2.14811 3.21611 -4.91704
O 1.92209 2.84854 -2.57165
H -0.72599 3.15793 -4.66970
H -0.15200 4.36785 -3.45888
H -0.65287 2.73152 -2.94732
H 1.15791 1.57725 -4.07087
H 2.27794 4.28385 -4.80501
H 1.82000 2.90330 -5.90840
H 3.12454 2.76463 -4.83834
H 1.38233 2.74378 -1.80009
C 6.15138 -1.91001 0.50996
C 5.82306 -3.39523 0.61344
C 5.54366 -3.96002 -0.73521
O 7.03807 -3.93956 1.12340
H 5.29347 -1.32086 0.21835
H 6.87532 -1.80697 -0.32330
H 6.61036 -1.63557 1.46589
H 5.03485 -3.66053 1.35268
H 4.53735 -3.72189 -1.18192
H 5.68669 -5.03391 -0.84935
H 6.29750 -3.61094 -1.45929
H 6.88725 -4.66469 1.74578
C 3.75018 -4.37449 -4.32735
C 4.24175 -2.99517 -4.15368
C 4.10613 -2.12330 -5.35082
O 3.41718 -2.41081 -3.02259
H 4.06647 -5.04936 -3.49921
H 4.28364 -4.70167 -5.25150
H 2.61941 -4.41888 -4.47708
H 5.29612 -2.98427 -3.69968
H 4.88838 -2.33240 -6.09665
H 4.28272 -1.06837 -5.11272
H 3.10589 -2.15909 -5.82780
H 3.63701 -1.45993 -3.12134
C -2.77451 0.26183 -3.85582
C -4.10908 0.70438 -3.21982
C -5.29494 0.59672 -4.20865
C -5.82808 -0.77693 -4.36474
C -6.09214 -1.52667 -2.99931
C -4.88625 -1.47000 -2.12324
N -4.45593 -0.09750 -2.02392
O -3.32328 -0.04865 -1.14811
C -5.32682 -1.93544 -0.70211
C -3.82679 -2.54112 -2.55618
C -3.96369 2.20153 -2.81362
H -2.29620 1.14978 -4.36967
H -2.92234 -0.43141 -4.68521
H -2.14156 -0.20111 -3.11921
H -6.05176 1.25436 -3.70013
H -4.98997 1.07063 -5.21270
H -5.15631 -1.39558 -4.88984
H -6.70245 -0.82364 -4.93975
H -6.33243 -2.54049 -3.25729
H -6.87301 -1.08395 -2.35297
H -4.52733 -1.79957 -0.00024
H -6.20981 -1.38168 -0.24259
H -5.68918 -2.99076 -0.71062
H -2.82473 -2.10025 -2.74005
H -3.68874 -3.33858 -1.80126
H -4.11338 -2.85550 -3.55656
H -3.66985 2.72095 -3.72896
H -3.21024 2.33290 -2.03586
H -4.91043 2.48291 -2.44544
H -3.59256 0.65251 -0.53026
C 2.88837 -1.81346 5.98047
C 1.48865 -1.50617 5.41579
C 1.68334 -0.38912 4.39897
C 2.30188 -0.79939 3.07329
C 1.54438 -2.04108 2.58869
C 1.33095 -3.25836 3.64998
N 0.78012 -2.64760 4.84588
O 0.86672 -3.65907 5.94480
C 0.35136 -4.29338 3.12189
C 2.69231 -3.96709 3.78728
C 0.59337 -0.93255 6.52454
H 3.27893 -1.15239 6.73522
H 3.59210 -1.84693 5.16301
H 2.79092 -2.81991 6.35695
H 0.66613 0.05962 4.19658
H 2.27155 0.34571 4.92229
H 3.32091 -0.96029 3.12264
H 2.09036 -0.00099 2.35971
H 2.01616 -2.56960 1.72167
H 0.52667 -1.68625 2.29839
H 0.80438 -4.89876 2.36520
H 0.11978 -4.91565 3.90319
H -0.61645 -3.91543 2.70019
H 3.50023 -3.23225 3.88412
H 2.57375 -4.72279 4.60309
H 2.93027 -4.57753 2.90763
H 0.82163 0.07046 6.80597
H 0.79697 -1.50359 7.43803
H -0.41326 -0.90322 6.23785
H 0.01265 -4.06624 5.83274
```

- frontier orbital gap (eV) = 9.15
- molar mass (g/mol) = 915.47
- SMILES = CC1(C)CCCC(C)(C)N1O.CC1(C)CCCC(C)(C)N1O.CC(C)O.CC(C)O.CC(C)O.CC(C)O.CC(C)O.CC(C)O.CC(C)O.CC(C)O.CC(C)O.CC(C)O



Computed, not measured: a 9-piece molecular cluster, C48H119N9O2 overall in a non-equilibrium geometry, with ωB97M-V/def2-TZVPD.

Geometry as XYZ:
```
178
C48H119N9O2 (ωB97M-V/def2-TZVPD)
C -4.07213 -4.05762 1.59856
C -5.30277 -4.82395 2.12547
N -6.55542 -4.60899 1.39316
C -7.21306 -3.42637 1.92361
C -7.97137 -3.75932 3.26154
C -7.41879 -5.78497 1.16166
C -6.64809 -6.69082 0.12448
H -3.78606 -4.38751 0.59984
H -3.27131 -4.34289 2.28077
H -4.35792 -3.02676 1.80775
H -5.07097 -5.88394 2.02155
H -5.48914 -4.61175 3.17825
H -6.53954 -2.59708 2.13987
H -7.98682 -3.00309 1.28313
H -8.67411 -4.55568 3.01650
H -7.25256 -4.19816 3.95352
H -8.26914 -2.83329 3.75337
H -8.40821 -5.46388 0.83602
H -7.52730 -6.36515 2.07800
H -5.71788 -7.09140 0.52741
H -6.31477 -6.09090 -0.72233
H -7.12303 -7.61248 -0.21179
C 3.80891 -0.67218 -8.79364
C 5.09515 0.07575 -8.66939
N 4.94609 1.56112 -8.53941
C 4.30371 2.05556 -9.71536
C 4.29009 3.58550 -9.87301
C 4.20412 2.00612 -7.35606
C 4.97472 1.47996 -6.11781
H 4.00186 -1.74302 -8.72898
H 3.40604 -0.36119 -9.75752
H 3.12460 -0.39689 -7.99113
H 5.62614 -0.32847 -7.80755
H 5.75951 -0.07732 -9.51987
H 5.02542 1.63140 -10.41345
H 3.32272 1.64903 -9.96134
H 5.18668 4.12341 -9.56500
H 3.93911 3.94638 -10.83980
H 3.57148 4.08777 -9.22538
H 3.11993 1.93313 -7.27059
H 4.40617 3.07721 -7.35006
H 4.82556 0.40038 -6.13695
H 4.67405 1.95225 -5.18258
H 6.05426 1.62355 -6.16334
C 1.81845 3.10131 0.18213
C 1.61620 2.29005 1.42943
N 0.66015 1.20875 1.33323
C 1.13969 -0.00818 0.60647
C 2.53740 -0.68135 0.93640
C -0.76076 1.50371 0.96173
C -1.42383 2.46644 1.91581
H 2.50323 3.94840 0.22222
H 0.82838 3.39404 -0.16740
H 2.37126 2.43758 -0.48266
H 2.60857 1.90212 1.65925
H 1.40797 2.90950 2.30180
H 0.38611 -0.77750 0.77491
H 1.02540 0.23898 -0.44898
H 2.33140 -1.06408 1.93598
H 2.88047 -1.52722 0.34065
H 3.32060 0.06673 1.05913
H -1.41650 0.66563 1.19781
H -0.87419 1.87241 -0.05772
H -0.93987 3.44293 1.89737
H -1.20781 2.17621 2.94402
H -2.46622 2.62746 1.64088
C -8.67193 -1.48061 8.84128
C -8.33551 -0.15428 8.26535
N -6.87009 0.01451 8.23378
C -6.28314 -0.60913 7.01537
C -4.69156 -0.38983 6.87554
C -6.54067 1.47816 8.29573
C -7.03033 2.38855 7.12159
H -7.95097 -1.62531 9.64589
H -8.32678 -2.27293 8.17706
H -9.67426 -1.56016 9.26211
H -8.93146 0.07132 7.38102
H -8.82632 0.47934 9.00408
H -6.79312 -0.28652 6.10765
H -6.53492 -1.66610 7.10206
H -4.32640 -1.11400 6.14731
H -4.14251 -0.53909 7.80526
H -4.28618 0.57927 6.58465
H -6.94496 1.80333 9.25434
H -5.47512 1.70681 8.27540
H -6.31744 2.17189 6.32601
H -8.04004 2.10070 6.82879
H -7.03671 3.44016 7.40825
C 0.74740 -4.74974 6.84784
C 1.92758 -3.76608 6.49791
N 2.46744 -2.98859 7.55819
C 1.51321 -2.24659 8.43046
C 1.03902 -0.99777 7.75635
C 3.57698 -2.12647 7.13069
C 4.70255 -2.79033 6.41809
H 0.57609 -5.64301 6.24716
H -0.22509 -4.26080 6.79045
H 0.90076 -5.13085 7.85746
H 2.73144 -4.43087 6.18174
H 1.58014 -3.22307 5.61898
H 0.68241 -2.82351 8.83668
H 2.11383 -2.06835 9.32242
H 1.70809 -0.14735 7.62510
H 0.51613 -1.22408 6.82713
H 0.30589 -0.61474 8.46622
H 4.01516 -1.61232 7.98612
H 3.25295 -1.31181 6.48305
H 4.57671 -3.06178 5.36996
H 5.03872 -3.64856 6.99993
H 5.45693 -2.00388 6.44070
C 3.04941 9.89177 -1.71355
C 3.85320 9.15597 -2.77588
N 3.35218 9.33345 -4.11922
C 4.41837 8.96701 -5.11514
C 4.88994 7.46069 -5.06274
C 2.02036 8.69653 -4.25932
C 1.57382 8.29000 -5.69465
H 3.09368 10.96543 -1.89625
H 3.52892 9.69950 -0.75375
H 2.03207 9.53587 -1.55083
H 4.89535 9.42063 -2.59705
H 3.85686 8.07622 -2.62668
H 3.87897 9.05426 -6.05830
H 5.20512 9.70894 -5.25182
H 4.00901 6.83038 -4.94123
H 5.48567 7.18701 -5.93354
H 5.39885 7.34574 -4.10571
H 1.34790 9.35547 -3.71004
H 1.87601 7.79118 -3.66975
H 1.84782 9.17059 -6.27567
H 0.49422 8.25576 -5.84083
H 2.13345 7.47372 -6.15140
C 10.36037 -4.11071 -3.64385
C 9.23786 -3.21213 -3.08112
N 8.04722 -3.80514 -2.41974
C 7.15931 -4.72997 -3.12276
C 6.19955 -4.03474 -4.04618
C 8.50525 -4.42627 -1.17493
C 7.43582 -4.37531 -0.08798
H 10.46547 -4.13806 -4.72842
H 10.18564 -5.12758 -3.29232
H 11.33919 -3.73457 -3.34631
H 9.70552 -2.43865 -2.47192
H 8.80623 -2.70803 -3.94581
H 7.88317 -5.31408 -3.69105
H 6.75639 -5.47091 -2.43229
H 6.80217 -3.39059 -4.68650
H 5.80450 -4.84447 -4.65967
H 5.33816 -3.55990 -3.57647
H 9.41709 -3.94804 -0.81724
H 8.75113 -5.48657 -1.23335
H 7.77147 -4.45468 0.94602
H 6.54875 -4.96183 -0.32713
H 7.03696 -3.36731 0.02574
C -0.93660 -4.30038 -4.41842
O 0.09297 -3.62278 -4.52461
N -2.09904 -3.75746 -4.12948
C -3.24322 -4.62158 -3.84840
C -2.31512 -2.28116 -3.97062
H -0.79468 -5.38720 -4.52279
H -3.23380 -4.86946 -2.78700
H -3.25117 -5.59823 -4.33231
H -4.19973 -4.09928 -3.82827
H -3.23414 -1.96341 -4.46311
H -2.18382 -2.00046 -2.92560
H -1.69861 -1.69410 -4.65135
C -7.72945 4.46953 0.41014
O -7.20243 4.18998 1.47506
N -7.96973 3.63054 -0.60225
C -9.05454 3.95325 -1.65544
C -7.27486 2.27327 -0.66790
H -8.20035 5.45121 0.24659
H -9.95902 3.36185 -1.51313
H -8.66971 3.69227 -2.64128
H -9.34334 4.99549 -1.51972
H -8.11278 1.57675 -0.69693
H -6.82385 2.20247 -1.65769
H -6.57725 2.11939 0.15537
```

- frontier orbital gap (eV) = 8.18
- molar mass (g/mol) = 854.54
- SMILES = CCN(CC)CC.CCN(CC)CC.CCN(CC)CC.CCN(CC)CC.CCN(CC)CC.CCN(CC)CC.CCN(CC)CC.CN(C)C=O.CN(C)C=O